[1]
DFT (ωB97M-V/def2-TZVPD) results for C6H12MgO4 as an isolated structure.

XYZ file:
```
23
Properties=species:S:1:pos:R:3:forces:R:3:lowdin_charge:R:1
C -1.2611 0.7924 2.1495 1.8 -2.5 0.2 0.0979
H -0.6333 1.6133 2.5130 -0.4 0.1 -1.6 0.1043
H -1.1661 0.0409 2.9385 -0.5 0.2 0.1 0.0820
H -1.6141 0.2137 1.2879 0.7 1.5 -0.4 0.0932
O -2.7840 1.5781 2.5096 -1.6 0.7 0.4 -0.0351
C -3.5509 2.0110 1.6573 1.2 0.0 0.4 0.0640
H -4.3390 2.7082 1.9725 -0.1 -0.4 -0.1 0.1176
H -3.3707 1.8043 0.5899 -0.1 -0.1 0.2 0.1222
O 0.6451 0.1285 1.1722 -0.5 0.2 0.5 -0.4258
C 0.9894 1.1536 0.2008 -0.3 0.0 0.1 -0.3877
C 0.5288 0.7200 -1.1645 -0.3 0.1 -0.1 -0.2619
O 1.4815 -0.2926 -1.6385 0.2 0.3 0.1 -0.2408
C 1.0675 -1.6288 -1.8899 -0.3 -0.3 -0.1 -0.2186
C 2.2750 -2.5111 -1.5538 0.1 0.0 -0.1 -0.3703
O 2.7722 -2.2494 -0.2823 0.0 0.4 0.2 -0.3463
Mg 2.3600 -0.4658 0.3111 -0.6 -0.3 -0.3 0.8767
H 0.5736 2.1426 0.4642 0.3 -0.1 -0.1 0.0476
H 0.5290 1.5518 -1.8855 0.1 -0.2 0.1 0.1113
H -0.4685 0.2359 -1.1784 0.2 0.0 0.0 0.1073
H 0.7504 -1.7587 -2.9386 0.1 0.1 0.2 0.1208
H 0.2175 -1.8837 -1.2323 0.2 0.1 -0.1 0.1222
H 3.0452 -2.3380 -2.3364 -0.2 0.0 0.2 0.1093
H 1.9526 -3.5660 -1.6663 0.1 0.2 0.1 0.1101
```
Forces are in eV/Å.

Its multiplicity is 1. As for the energy: -20045.3983 eV. For the orbital gap (alpha / beta), the calculation gives 4.09 / 4.09 eV. Its total charge is 0.

[2]
DFT (ωB97M-V/def2-TZVPD) results for C19H19HgN3O7SeTe as an isolated structure.

XYZ file:
```
51
Properties=species:S:1:pos:R:3:forces:R:3:lowdin_charge:R:1
Hg -1.4344 -0.8990 1.2450 -0.3 -0.1 0.0 0.9840
O -2.7650 -0.2713 5.4363 0.0 -0.2 -0.1 0.0963
C -1.8659 -0.4686 4.4566 0.0 0.2 -0.1 -0.5270
O -1.6241 -1.5424 3.9829 0.0 -0.1 0.0 0.0600
C -1.1985 0.8098 4.0281 0.0 -0.1 -0.1 -0.1850
C -0.9734 1.8224 4.9350 0.0 0.0 0.1 0.0004
C -0.3029 2.9521 4.4904 0.0 0.1 0.1 -0.0413
C 0.0789 3.0346 3.1694 0.0 0.0 0.0 0.0189
C -0.2041 1.9717 2.3095 -0.1 0.0 0.0 -0.1234
N -0.8213 0.8802 2.7482 0.1 0.1 0.0 0.1244
C 0.0721 2.0870 0.8028 0.0 -0.3 0.0 -0.7341
O 0.8531 3.2557 0.6523 0.0 -0.2 -0.1 0.0226
O 0.5790 1.0060 0.2155 0.1 0.4 0.2 -0.3242
H -3.2579 -1.1110 5.5043 0.0 0.1 0.0 0.1137
H -1.3099 1.7175 5.9565 0.0 0.0 0.0 0.1157
H -0.0907 3.7657 5.1740 0.0 0.0 0.0 0.1060
H 0.5799 3.9050 2.7767 0.0 0.0 0.0 0.1138
H 1.1021 3.2543 -0.2795 0.0 0.0 0.0 0.0983
N 2.8598 -2.9238 2.0221 -0.1 0.0 0.0 0.1421
C 1.6765 -2.2577 1.8134 -0.1 0.0 0.0 -0.5446
O 1.1898 -1.5631 2.6802 0.0 -0.1 0.0 0.0288
C 1.0908 -2.4346 0.4232 0.0 -0.1 0.0 -0.2383
C -0.4309 -2.5223 0.3225 0.4 0.0 0.2 -0.3195
H 3.3471 -2.7652 2.8855 0.0 0.0 0.0 0.0955
H 3.2932 -3.4664 1.3001 0.0 0.0 0.0 0.0822
H 1.5676 -3.3140 -0.0273 0.0 0.0 -0.1 0.0985
H 1.4376 -1.5605 -0.1316 0.0 0.1 0.0 0.0802
H -0.8007 -3.4470 0.7617 0.0 -0.1 0.1 0.0304
H -0.7147 -2.5186 -0.7271 0.0 0.0 -0.1 0.0058
O -1.9667 1.3204 -0.1393 0.2 0.1 0.1 -0.5213
O -1.2064 2.4730 0.1895 -0.1 -0.2 0.0 -0.2090
C -0.9467 -0.4961 -3.6509 0.1 0.0 0.0 -0.3439
Te -0.4254 0.7204 -1.8387 -0.1 0.3 -0.3 1.7436
C 1.5003 -0.0092 -2.5361 0.0 -0.1 0.0 -0.3531
C 1.3952 0.1807 -4.0230 0.1 0.0 0.1 -0.3117
C 2.4449 0.6112 -4.8276 0.0 0.0 0.0 -0.0528
C 2.2594 0.8009 -6.1920 -0.1 0.0 0.0 -0.1065
C 1.0111 0.5698 -6.7571 0.0 0.0 0.0 -0.1058
C -0.0439 0.1447 -5.9585 0.0 0.0 0.0 -0.0520
C 0.1352 -0.0625 -4.5926 -0.1 -0.1 0.0 -0.3195
H -1.9562 -0.3184 -4.0198 0.1 0.0 0.0 0.0517
H -0.8422 -1.5403 -3.3462 0.0 0.0 0.0 0.0491
H 1.6103 -1.0643 -2.2805 0.0 0.0 0.0 0.0553
H 2.3097 0.5541 -2.0785 0.0 0.0 0.0 0.0611
H 3.4114 0.8128 -4.3776 0.0 0.0 0.0 0.1063
H 3.0837 1.1388 -6.8092 0.0 0.0 0.0 0.0920
H 0.8590 0.7228 -7.8198 0.0 0.0 0.0 0.0928
H -1.0217 -0.0247 -6.3959 0.0 0.0 0.0 0.1057
Se -4.0300 -0.2460 1.7367 0.0 0.1 0.0 0.5274
C -4.5640 -1.4761 2.9885 -0.2 -0.2 0.1 -0.8923
N -4.9505 -2.2083 3.8021 0.2 0.2 -0.1 0.0025
```
Forces are in eV/Å.

Its multiplicity is 2. The relative energy (zero: lowest compared OMol25 entry of this formula, charge and spin) comes out at 0.316 eV. As for the energy: -115627.0953 eV. For the orbital gap (alpha / beta), the calculation gives 6.93 / 6.78 eV. Its total charge is -1.

[3]
DFT (ωB97M-V/def2-TZVPD) results for C27H28LaN2O4P2S as an isolated structure.

XYZ file:
```
65
Properties=species:S:1:pos:R:3:forces:R:3:lowdin_charge:R:1
C 3.2877 -2.4543 -2.0690 -0.5 -0.1 1.4 -0.0399
C 3.0807 -1.7999 -0.8559 -0.1 -1.3 -0.3 -0.2217
C 3.0495 -0.3899 -0.8420 -1.4 0.4 -0.8 -0.1894
C 3.1001 0.3661 -2.0715 0.3 0.9 1.5 -0.1400
C 3.0675 -0.3369 -3.2776 0.5 -1.5 -1.1 -0.0311
C 3.1622 -1.7372 -3.2667 0.4 1.5 -1.1 -0.0637
C 3.0749 1.7743 -1.9314 -0.2 -0.6 0.2 0.0735
C 2.7717 2.3655 -0.6936 0.2 -0.9 0.1 -0.1410
C 2.7541 1.4899 0.4470 -1.3 -0.5 -0.8 -0.1862
C 2.5018 1.9687 1.7522 -0.6 1.0 0.6 -0.2239
C 2.3131 3.3388 1.9237 -0.2 -1.3 0.6 -0.0368
C 2.1246 4.1672 0.7969 0.3 0.4 -1.2 -0.0675
C 2.3253 3.6911 -0.4961 0.5 1.1 0.7 -0.0254
H 3.4415 -3.5440 -2.0776 -0.3 0.6 -0.1 0.1223
H 2.9860 0.2176 -4.2234 0.1 -0.4 0.4 0.1199
H 3.1753 -2.2860 -4.2215 0.0 0.4 0.5 0.1127
H 3.3319 2.3946 -2.7763 -0.5 0.2 -0.3 0.1254
H 2.2143 3.7444 2.9448 -0.1 -0.2 -0.6 0.1228
H 1.8338 5.2134 0.9499 0.1 -0.5 -0.1 0.1109
H 2.2038 4.3411 -1.3710 0.0 -0.2 0.5 0.1203
N 2.7256 0.1611 0.3183 1.6 0.6 0.4 0.1262
La -2.2788 -0.0532 -0.0048 -0.8 -0.6 0.8 1.7709
C 2.6704 -2.4806 0.4303 0.2 0.0 0.3 -0.2724
H 3.1629 -2.0179 1.3090 -0.1 -0.3 -0.5 0.0788
H 2.8965 -3.5573 0.4219 0.0 0.2 -0.1 0.0840
C 2.2290 0.9186 2.8017 0.3 -0.4 -0.2 -0.2732
H 2.9658 0.0920 2.7341 -0.3 0.6 0.1 0.0872
H 2.2282 1.3426 3.8113 0.0 0.0 -0.1 0.0897
P 0.7893 -2.2592 0.7491 2.0 -1.6 -0.2 0.7420
P 0.5532 0.0791 2.5373 -0.1 1.2 0.0 0.7953
C -0.4590 1.5311 3.0147 -0.2 0.2 0.6 -0.3131
H -1.5156 1.2426 3.1398 0.2 0.1 0.0 0.0269
H -0.0850 1.9258 3.9682 -0.3 0.2 -0.1 0.0438
H -0.3887 2.3076 2.2481 0.0 0.0 0.1 0.0340
C 0.4998 -0.8495 4.1156 0.1 0.1 0.3 -0.2777
H 0.5076 -0.1298 4.9502 0.0 -0.3 -0.1 0.0521
H -0.4077 -1.4593 4.1738 0.3 0.1 0.1 0.0132
H 1.3791 -1.5065 4.1949 -0.3 0.2 0.0 0.0467
C 0.2436 -3.1833 -0.7320 0.1 -0.3 -0.1 -0.3085
H 0.8488 -4.0946 -0.8700 -0.3 0.2 -0.1 0.0498
H -0.8159 -3.4509 -0.6092 0.2 0.0 -0.2 0.0355
H 0.3496 -2.5269 -1.6030 -0.1 -0.2 0.1 0.0338
C 0.6553 -3.6418 1.9675 0.2 -0.5 -0.1 -0.2883
H -0.3896 -3.7721 2.2613 0.2 -0.2 0.1 0.0088
H 1.0195 -4.5732 1.5017 -0.2 0.2 0.3 0.0457
H 1.2493 -3.4447 2.8691 -0.2 0.0 -0.2 0.0349
C -2.1382 -1.7306 2.1403 -1.1 -2.1 2.8 -0.1172
O -2.4532 -2.4142 3.0050 1.0 1.8 -2.2 0.1104
H -0.6555 -0.9972 -0.0095 1.1 0.2 -0.1 -0.2104
O -2.0678 -0.9174 -2.4048 -1.3 1.7 -0.5 -0.0797
C -2.5423 0.2485 -2.5841 2.1 0.4 0.8 -0.5569
N -1.8446 1.3060 -1.9833 -0.7 -0.3 -1.0 -0.1937
S -2.8362 2.5463 -1.4970 1.6 -0.3 -0.6 0.6930
O -2.8427 2.3115 -0.0035 -0.4 1.1 -1.5 -0.4998
O -2.4644 3.8489 -1.9725 -0.8 -1.2 0.6 -0.2279
C -4.2853 1.7691 -2.1923 -1.3 0.3 0.9 -0.2253
C -5.5779 2.0235 -1.7141 0.3 -0.3 -0.7 -0.0149
C -6.5482 1.0253 -1.8886 0.1 0.6 0.2 -0.0312
C -6.2380 -0.1707 -2.5422 0.0 -0.2 -0.2 -0.0347
C -4.9541 -0.4087 -3.0360 0.0 0.8 0.1 0.0222
C -3.9592 0.5728 -2.8229 -0.9 -0.8 0.3 -0.1580
H -5.7718 2.9594 -1.2039 -0.2 -0.2 0.1 0.1312
H -7.5461 1.1864 -1.4683 0.4 -0.1 -0.2 0.1258
H -7.0089 -0.9490 -2.6286 0.4 0.4 0.0 0.1274
H -4.6984 -1.3335 -3.5335 0.0 -0.1 0.1 0.1320
```
Forces are in eV/Å.

Its multiplicity is 1. The relative energy (zero: lowest compared OMol25 entry of this formula, charge and spin) comes out at 0.000 eV. As for the energy: -69886.6313 eV. For the orbital gap, the calculation gives 4.82 eV. Its total charge is +1.